Record 1
59
Properties=species:S:1:pos:R:3 method="wB97M-V/def2-TZVPD" homo_ev=-4.48 energy_ev=-72786.717 total_charge=-1 max_force_ev_per_a=0.30 de_lowest_kj_mol=42.6
Pb 0.5481 2.5294 0.4128
Cl -3.0286 0.7015 -5.4698
C -2.6346 0.8836 -3.7804
C -1.3029 1.0114 -3.4213
C -0.9237 1.1514 -2.0885
N 0.4103 1.3121 -1.6703
C 1.3939 0.7224 -2.3536
O 1.3035 0.0429 -3.3903
C 2.7974 0.8036 -1.7547
C 3.8430 0.1969 -2.4426
C 5.0956 0.1676 -1.8573
C 5.2739 0.7433 -0.6049
C 4.1809 1.3486 -0.0087
N 2.9789 1.3810 -0.5728
C -1.9300 1.1631 -1.0894
C -3.2619 1.0378 -1.4731
C -3.6153 0.8976 -2.8053
Cl -5.3045 0.7385 -3.2067
N -1.5204 1.3341 0.2485
C -2.2492 0.8209 1.2443
O -3.3225 0.2069 1.1850
C -1.6537 0.9535 2.6461
C -2.2594 0.2698 3.6965
C -1.6899 0.3438 4.9539
C -0.5384 1.1022 5.1350
C -0.0175 1.7653 4.0379
N -0.5641 1.6916 2.8271
H -0.5461 0.9981 -4.1870
H 3.6368 -0.2454 -3.4071
H 5.9277 -0.3037 -2.3667
H 6.2339 0.7252 -0.1048
H 4.2683 1.8326 0.9613
H -4.0321 1.0426 -0.7208
H -3.1548 -0.2980 3.4843
H -2.1347 -0.1833 5.7898
H -0.0591 1.1814 6.1016
H 0.8720 2.3851 4.1242
C -1.6566 4.6711 -0.5279
O -0.3077 4.4378 -0.2485
H -1.8685 5.7494 -0.6020
H -2.3392 4.2760 0.2439
H -1.9857 4.2240 -1.4795
C 0.5309 -1.9290 2.6188
C 0.6865 -1.7515 1.1274
O 1.0183 -0.6896 0.6491
C 0.4139 -2.9183 0.2208
C 0.2260 -4.2081 0.7067
C -0.0049 -5.2586 -0.1714
C -0.0611 -5.0186 -1.5380
C 0.1093 -3.7283 -2.0268
C 0.3488 -2.6828 -1.1512
H 0.7367 -0.9804 3.1097
H 1.2286 -2.6877 2.9851
H -0.4831 -2.2551 2.8611
H 0.2554 -4.4018 1.7727
H -0.1480 -6.2616 0.2119
H -0.2443 -5.8386 -2.2217
H 0.0502 -3.5281 -3.0895
H 0.4735 -1.6758 -1.5230

***

Record 2
55
Properties=species:S:1:pos:R:3 method="wB97M-V/def2-TZVPD" homo_ev=-1.81 energy_ev=-109745.263 total_charge=-2 max_force_ev_per_a=0.45 de_lowest_kj_mol=0.0
Hg 0.3899 -2.2154 -0.5523
O 4.3656 -3.9061 -0.3931
C 3.2612 -3.4037 -0.1966
O 2.3956 -3.1709 -1.1166
C 2.8733 -2.9372 1.2666
O 3.6994 -3.1087 2.1625
O 1.6999 -2.4552 1.4183
Cl -4.2820 -1.0600 4.3401
C -3.4323 -1.8145 3.0042
C -3.7897 -1.5110 1.7020
C -3.1147 -2.1169 0.6539
C -2.0675 -3.0322 0.8664
C -1.3145 -3.6385 -0.2361
C -1.7209 -3.2811 2.2054
C -2.3912 -2.6896 3.2630
H -4.5791 -0.7942 1.5150
H -3.3862 -1.8654 -0.3674
H -1.8879 -3.6945 -1.1605
H -0.9232 -4.6203 0.0221
H -0.8759 -3.9283 2.4119
H -2.0963 -2.8927 4.2841
C -1.6074 1.9138 3.1577
C -1.8727 2.5451 1.9504
C -1.2345 2.1218 0.7882
C -0.3246 1.0659 0.8076
C -0.0646 0.4421 2.0328
C -0.6980 0.8620 3.1941
Ge 0.5468 0.3058 -0.8157
C -0.4283 1.2369 -2.2927
C 0.1825 2.1675 -3.1355
C -0.5242 2.7936 -4.1577
C -1.8678 2.5041 -4.3561
C -2.4940 1.5782 -3.5289
C -1.7765 0.9535 -2.5175
C 2.3527 1.1019 -0.8520
C 3.4512 0.2910 -1.1376
C 4.7350 0.8299 -1.1660
C 4.9314 2.1820 -0.9242
C 3.8432 3.0024 -0.6378
C 2.5663 2.4586 -0.5959
H -2.1213 2.2188 4.0618
H -2.5840 3.3638 1.9096
H -1.4621 2.6155 -0.1527
H 0.6319 -0.3946 2.0721
H -0.5008 0.3500 4.1295
H 1.2314 2.4042 -2.9904
H -0.0228 3.5086 -4.8011
H -2.4226 2.9914 -5.1499
H -3.5414 1.3390 -3.6762
H -2.2713 0.2221 -1.8825
H 3.3005 -0.7690 -1.3277
H 5.5778 0.1802 -1.3681
H 5.9324 2.5989 -0.9495
H 3.9935 4.0577 -0.4350
H 1.7188 3.0936 -0.3458

***

Record 3
61
Properties=species:S:1:pos:R:3 method="wB97M-V/def2-TZVPD" homo_ev="-6.43 / -6.36" energy_ev=-347638.536 max_force_ev_per_a=2.81 spin_multiplicity=6 s2=8.84 de_lowest_kj_mol=226.8
Fe -0.6021 -0.2494 0.6734
C 5.5669 -0.5705 0.4463
C 4.6619 -1.4530 1.0186
C 3.3134 -1.3765 0.7189
C 2.8189 -0.4146 -0.1745
C 3.7551 0.4751 -0.7465
C 5.0995 0.3946 -0.4373
N 1.4643 -0.3032 -0.4139
C 1.0763 0.1773 -1.6395
C 1.6500 -0.1863 -2.8699
C 1.1639 0.3467 -4.0463
C 0.1349 1.2920 -4.0437
C -0.4383 1.6895 -2.8515
C -0.0036 1.1026 -1.6686
N -0.5101 1.3413 -0.4028
N -0.4946 2.5205 0.0720
C -0.5252 2.5678 1.4345
C -0.5825 3.8038 2.0913
C -0.5834 3.8361 3.4650
C -0.5474 2.6335 4.1684
C -0.4985 1.4546 3.4526
N -0.4725 1.3977 2.1268
H 6.6173 -0.6177 0.7014
H 5.0165 -2.2127 1.7051
H 2.6186 -2.0748 1.1664
H 3.3978 1.2653 -1.3935
H 5.7904 1.0984 -0.8854
H 2.4570 -0.9063 -2.8764
H 1.5985 0.0273 -4.9855
H -0.2107 1.7202 -4.9751
H -1.2087 2.4486 -2.8107
H -0.6206 4.6965 1.4830
H -0.6247 4.7801 3.9915
H -0.5418 2.6141 5.2480
H -0.5005 0.4993 3.9631
Se 3.0976 1.0206 3.0143
Te 2.3990 -0.5095 4.7338
Te 1.0367 -2.5821 3.5852
Se -0.8978 -1.8164 2.2097
Se -3.8929 -2.2206 -0.5508
Se -3.1522 -1.1908 -2.4658
C -1.5226 -2.2011 -2.5836
C -1.1760 -2.8979 -3.7298
C -0.0341 -3.6798 -3.6873
C 0.6954 -3.7448 -2.5091
C 0.2591 -3.0093 -1.4207
N -0.8239 -2.2397 -1.4613
C -4.0728 -0.7251 0.6432
C -5.2677 -0.6682 1.3546
C -5.5439 0.4547 2.1076
C -4.6244 1.4896 2.1036
C -3.4538 1.3340 1.3897
N -3.1423 0.2356 0.6899
H -1.7871 -2.8290 -4.6187
H 0.2747 -4.2443 -4.5574
H 1.5855 -4.3529 -2.4333
H 0.7837 -3.0359 -0.4729
H -5.9688 -1.4874 1.2770
H -6.4713 0.5388 2.6579
H -4.8028 2.4088 2.6431
H -2.7335 2.1345 1.3758